Molecular formula: C3H4AgO4
Method: DFT, ωB97M-V/def2-TZVPD

Properties
DFT total energy in eV: -15354.805
HOMO level in eV: -14.25
Lowest unoccupied orbital energy in eV: -6.5975
Energy above the lowest of the compared OMol25 structures with the same formula, charge and spin in eV: 3.0289
Net charge: +1

Atoms and positions in Å:
C (0.429, -1.620, -0.412)
C (-0.936, -1.719, 0.204)
O (-1.402, -0.435, 0.583)
C (-1.265, 0.581, -0.266)
O (1.163, -0.751, -0.902)
O (-0.684, 1.590, 0.064)
O (-1.319, 0.149, -1.520)
Ag (2.856, 0.948, 0.076)
H (0.976, -2.568, -0.230)
H (-0.881, -2.324, 1.119)
H (-1.624, -2.227, -0.487)
H (-0.413, -0.130, -2.033)

Results of the natural (NBO) charge analysis, in e, for atoms 1 through 4:
1. C 0.4704
2. C -0.1910
3. O -0.4971
4. C 1.0038